Entry from the Open Molecules 2025 dataset: 5 unconnected molecules or ions with the total composition C36H52N7O4P2 (the ωB97M-V functional and the def2-TZVPD basis).

Summary:
Gap between HOMO and LUMO = 0.2392 hartree
Maximum force = 0.7 eV Å⁻¹
HOMO energy = -10.64 eV

ORCA input file:
```
! RIJCOSX wB97M-V def2-TZVPD def2/J DEFGRID3
* xyz 1 1
C 3.22242 5.66991 5.87338
C 1.96455 6.06824 5.08511
C 0.67756 5.60401 5.77604
C -0.55328 5.72114 4.87167
C -0.72465 4.57401 3.87002
C -0.85197 3.21707 4.55622
N -0.75970 2.09926 3.58203
N -1.94143 1.63808 3.23803
C -1.97957 0.68837 2.33544
O -3.22657 0.32697 1.97862
C -0.83574 0.12738 1.73644
C -1.03688 -0.95186 0.72154
C 0.38558 0.59868 2.13828
C 1.62230 0.02540 1.51529
C 1.79431 0.47468 0.04354
C 2.68498 1.72153 -0.13769
C 3.62284 1.63728 -1.34801
C 4.38217 0.30600 -1.45712
N 3.83423 -0.51943 -2.53187
C 0.40663 1.63256 3.10568
P 1.89029 2.46246 3.81896
P 2.06921 1.20124 5.59588
O 1.52165 1.90472 6.76332
O 3.61928 0.86676 5.58216
O 1.36350 -0.20618 5.31100
H 3.70182 4.78336 5.44883
H 3.97026 6.46299 5.87548
H 2.98238 5.44189 6.91444
H 2.01800 5.63406 4.08231
H 1.93097 7.15517 4.97774
H 0.82668 4.58088 6.13496
H 0.53169 6.21278 6.67237
H -1.47418 5.85075 5.44729
H -0.44623 6.63586 4.27923
H 0.09932 4.57674 3.15054
H -1.63896 4.72739 3.28861
H -1.85054 3.12765 4.98128
H -0.13782 3.04483 5.35865
H -3.31457 -0.63649 1.97795
H -1.57746 -1.79654 1.15805
H -1.65077 -0.57375 -0.10008
H -0.10120 -1.32015 0.30651
H 1.54199 -1.06267 1.56409
H 2.51271 0.30704 2.06946
H 0.80882 0.69089 -0.38398
H 2.19239 -0.36866 -0.52011
H 3.26224 1.91451 0.77187
H 2.03025 2.59050 -0.26668
H 4.34310 2.45644 -1.28608
H 3.05061 1.81168 -2.26393
H 4.30261 -0.20469 -0.48620
H 5.43874 0.49948 -1.65186
H 3.91726 -1.51249 -2.33636
H 2.85021 -0.34691 -2.70100
H 2.90205 1.91373 3.02392
H 3.94321 0.72682 6.48833
H 0.50490 -0.26185 5.75430
N -8.61411 1.98072 -0.41353
C -8.60130 2.06159 0.91428
C -7.44851 1.94732 1.67835
C -6.24427 1.73528 1.02677
C -6.24431 1.64958 -0.35641
C -7.45176 1.77928 -1.02734
H -9.56224 2.22611 1.38860
H -7.49920 2.02294 2.75600
H -5.32260 1.64185 1.58517
H -5.32878 1.48763 -0.91005
H -7.49039 1.72084 -2.10951
N 1.71868 -1.30121 -4.52723
C 2.58786 -1.19247 -5.53015
C 2.25470 -1.44519 -6.85270
C 0.95704 -1.83089 -7.14882
C 0.04096 -1.94555 -6.11423
C 0.47345 -1.66732 -4.82870
H 3.59088 -0.89227 -5.24820
H 3.00068 -1.34367 -7.62888
H 0.66366 -2.04322 -8.16885
H -0.97569 -2.26096 -6.29203
H -0.21391 -1.75537 -3.99289
N 3.53711 -4.07931 -1.86015
C 2.22119 -3.88466 -1.80788
C 1.28589 -4.88607 -2.01539
C 1.74261 -6.16525 -2.29212
C 3.10901 -6.38289 -2.35259
C 3.96168 -5.31073 -2.13274
H 1.90037 -2.86597 -1.60739
H 0.22748 -4.66672 -1.97077
H 1.04591 -6.97557 -2.46323
H 3.51163 -7.36220 -2.57080
H 5.03648 -5.44345 -2.17841
N -2.00492 -4.58375 -5.75704
C -3.32726 -4.48123 -5.63596
C -4.19345 -5.55953 -5.73305
C -3.65793 -6.81512 -5.97196
C -2.28397 -6.93734 -6.10202
C -1.50463 -5.79606 -5.98574
H -3.71291 -3.48300 -5.45607
H -5.25984 -5.41518 -5.62761
H -4.30009 -7.68183 -6.05822
H -1.82187 -7.89610 -6.29269
H -0.42550 -5.85258 -6.08174
*
```

***

Entry from the Open Molecules 2025 dataset: 6 unconnected molecules or ions with the total composition C36H53ClFN7O3PS at a distorted geometry (the ωB97M-V functional and the def2-TZVPD basis).

Summary:
Gap between HOMO and LUMO = 0.1996 hartree
Maximum force = 8.6 eV Å⁻¹
HOMO energy = -10.87 eV

ORCA input file:
```
! RIJCOSX wB97M-V def2-TZVPD def2/J DEFGRID3
* xyz 1 1
C 0.23330 1.79590 3.91575
C 0.48785 0.53759 2.87350
C 1.65408 0.93425 1.75309
F 1.19988 2.23193 1.12726
C 1.71227 -0.17950 0.50140
N 0.80323 -1.32217 0.69104
N 0.81406 -2.29867 -0.25787
P -0.33802 -3.67379 0.05409
S 0.74853 -5.10530 0.87299
C 1.70486 -2.16600 -1.44413
C 1.61759 -3.41062 -2.55870
O 0.71075 -3.09890 -3.69169
O -0.43530 -2.69195 -3.21771
C 2.74177 -0.97669 -1.85952
Cl 3.77247 -0.88218 -3.40806
C 2.75955 0.21935 -0.68321
C 3.71530 1.54734 -0.76706
C 5.27778 1.01346 -0.57827
O 6.04917 0.63678 -1.62358
C 6.04300 0.94753 0.90751
C 6.80034 -0.46220 1.37267
C 7.60338 -0.55924 2.80880
C 7.71970 0.71823 3.85818
C 6.93351 2.11826 3.39292
C 6.12379 2.22776 1.93858
H 1.19551 2.46903 3.92014
H -0.11450 1.46776 4.98306
H -0.64282 2.43455 3.43997
H 0.74839 -0.47873 3.42405
H -0.55530 0.36589 2.32569
H 2.70695 1.10271 2.23835
H -0.90900 -4.21739 -1.15145
H -1.34182 -3.32726 1.04751
H 2.70583 -3.48056 -3.04643
H 1.43488 -4.45665 -2.06856
H -0.65016 -1.75534 -3.49873
H 3.51720 2.36017 0.05108
H 3.56699 2.07171 -1.82232
H 6.80170 -1.44089 0.69198
H 8.17162 -1.54387 3.14021
H 8.32157 0.65486 4.86632
H 6.98667 3.03711 4.15348
H 5.63094 3.26351 1.67130
C -4.53436 -5.20218 2.41441
C -5.32230 -3.99372 2.90318
C -5.06322 -2.73285 2.07952
C -3.68200 -2.25091 2.21470
N -2.58983 -1.87124 2.31760
H -3.45596 -5.04492 2.51439
H -4.79779 -6.08595 3.00445
H -4.75606 -5.41712 1.36442
H -5.08688 -3.81240 3.95878
H -6.39135 -4.23232 2.85038
H -5.74787 -1.94538 2.41625
H -5.29158 -2.92105 1.02419
C -5.29733 4.73620 4.27129
C -3.88708 5.22589 3.96874
C -2.88104 4.08980 3.78845
C -2.66409 3.33321 5.02894
N -2.49465 2.73212 6.00748
H -5.33969 4.19952 5.22410
H -5.98396 5.58635 4.33752
H -5.65901 4.06891 3.48277
H -3.55939 5.89934 4.76978
H -3.91589 5.81718 3.04564
H -1.92489 4.51481 3.46076
H -3.21670 3.41464 2.99297
C 3.75003 -0.61943 -8.12740
C 2.78001 -0.67000 -6.95410
C 1.78861 -1.82961 -7.04219
C 0.86412 -1.68974 -8.17535
N 0.13550 -1.58240 -9.07266
H 3.22744 -0.44176 -9.07239
H 4.46813 0.19482 -7.98617
H 4.31113 -1.55514 -8.21375
H 2.24320 0.28399 -6.88840
H 3.35971 -0.77510 -6.02918
H 1.20738 -1.86734 -6.11321
H 2.32925 -2.78013 -7.11629
C 3.28509 4.99637 -0.94149
C 2.65706 6.03929 -0.02605
C 3.62124 7.16031 0.35996
C 4.73367 6.67952 1.19041
N 5.61530 6.30023 1.84343
H 4.10749 4.47109 -0.44609
H 2.53780 4.24931 -1.22794
H 3.67107 5.45772 -1.85582
H 2.27101 5.54443 0.87320
H 1.79634 6.48081 -0.54256
H 3.06731 7.92476 0.91765
H 4.01111 7.64640 -0.54170
C -7.58445 -3.20131 -2.04786
C -7.31463 -4.68978 -2.22622
C -8.15159 -5.56881 -1.29771
C -7.80203 -5.37943 0.11659
N -7.52948 -5.22789 1.23477
H -7.30419 -2.86014 -1.04649
H -6.99983 -2.62429 -2.77164
H -8.64272 -2.97213 -2.20711
H -6.24646 -4.88389 -2.07164
H -7.54213 -4.96152 -3.26400
H -7.98821 -6.61945 -1.56551
H -9.21784 -5.36546 -1.44943
*
```

***

Entry from the Open Molecules 2025 dataset: 3 unconnected molecules or ions with the total composition C36H54N3O5 at a distorted geometry (the ωB97M-V functional and the def2-TZVPD basis).

Summary:
Gap between HOMO and LUMO = 0.2638 hartree
Maximum force = 4.6 eV Å⁻¹
HOMO energy = -11.26 eV

ORCA input file:
```
! RIJCOSX wB97M-V def2-TZVPD def2/J DEFGRID3
* xyz 1 1
C 4.15935 -2.67794 1.21669
C 3.46718 -2.33601 -0.21968
C 2.64422 -0.97056 -0.03842
C 1.69477 -0.59768 -1.29277
C 0.41944 0.20616 -0.66805
C -0.55132 0.78955 -1.82513
C -2.03240 0.21745 -1.56741
C -3.21423 1.23868 -2.02901
C -4.60899 0.44775 -1.72056
C -5.85044 1.44253 -1.49760
C -5.83472 2.24845 -0.10806
C -6.33815 1.37889 1.16502
C -5.17531 0.49695 1.84566
C -5.61318 -0.99134 2.26320
C -5.70567 -2.02068 1.03935
C -5.04836 -3.43393 1.24821
C -5.12629 -4.46488 0.08650
C -4.49610 -5.91800 0.27851
C -4.83516 -6.96171 -0.89503
C -3.76123 -6.93040 -2.09985
C -2.39283 -7.70389 -1.74521
O -1.56521 -7.03916 -0.76189
C -1.05030 -5.77207 -1.23615
C -5.81865 -4.06580 -1.26237
C -6.43546 -2.65626 -1.33779
N -6.35935 -1.75043 -0.21924
H 4.34280 -3.79892 1.36356
H 3.42879 -2.34918 2.04112
H 5.13799 -2.09775 1.26870
H 2.81796 -3.20254 -0.59175
H 4.33762 -2.15064 -0.94112
H 3.30733 -0.06008 0.16007
H 1.94090 -1.11805 0.86105
H 1.26540 -1.54377 -1.79121
H 2.21498 0.03744 -2.09020
H -0.11438 -0.57155 0.00101
H 0.80925 1.04100 0.02187
H -0.23103 0.44321 -2.87105
H -0.50260 1.92932 -1.77975
H -2.19649 -0.78307 -2.12550
H -2.19903 -0.02797 -0.45317
H -3.13167 1.54517 -3.12823
H -3.13811 2.17010 -1.34539
H -4.39432 -0.19870 -0.79791
H -4.79323 -0.30294 -2.58485
H -5.80490 2.21292 -2.36065
H -6.83890 0.87407 -1.64577
H -4.76829 2.60841 0.09725
H -6.57526 3.12828 -0.23843
H -7.29709 0.76824 0.93331
H -6.67567 2.15945 1.95123
H -4.21306 0.50575 1.21539
H -4.89097 1.03375 2.83181
H -6.56543 -1.02558 2.92114
H -4.77399 -1.39417 2.95207
H -4.53748 -3.72518 2.23894
H -4.95730 -6.35527 1.24702
H -3.38246 -5.78721 0.49190
H -5.86410 -6.78744 -1.38479
H -4.87645 -7.99917 -0.41707
H -4.23334 -7.49805 -2.98186
H -3.56339 -5.85971 -2.49380
H -2.71794 -8.70529 -1.26229
H -1.79269 -7.96591 -2.68495
H 0.08322 -5.88584 -1.39169
H -1.48439 -5.41558 -2.22978
H -1.18567 -4.92882 -0.46037
H -5.89560 -4.73845 -2.17843
H -6.97836 -2.28069 -2.28254
H -6.80881 -0.82868 -0.32539
C 5.95440 4.49811 -1.30834
C 7.20244 3.92864 -1.07292
C 7.30326 2.74800 -0.34423
C 6.14468 2.14296 0.14081
C 4.89266 2.71257 -0.08526
C 4.80203 3.89484 -0.81245
N 6.24362 0.88648 0.88683
O 7.35882 0.42594 1.08214
O 5.20302 0.36547 1.26919
H 5.87942 5.41668 -1.88201
H 8.09731 4.40446 -1.46071
H 8.28156 2.31447 -0.16780
H 3.98681 2.25090 0.29291
H 3.83220 4.34525 -0.99658
C 7.07922 7.20425 4.60620
C 5.95350 7.20796 3.78758
C 6.09647 7.29482 2.40684
C 7.37438 7.37314 1.85566
C 8.50506 7.37749 2.67031
C 8.35217 7.29311 4.05024
N 7.53119 7.43931 0.40109
O 6.51589 7.45200 -0.28230
O 8.66722 7.47346 -0.04881
H 6.96390 7.13070 5.68347
H 4.96359 7.13997 4.22664
H 5.21143 7.29670 1.78013
H 9.50252 7.44304 2.24949
H 9.22584 7.29272 4.69342
*
```

***

Entry from the Open Molecules 2025 dataset: 8 unconnected molecules or ions with the total composition C36H54N8O13 at a distorted geometry (the ωB97M-V functional and the def2-TZVPD basis).

Summary:
Gap between HOMO and LUMO = 0.2017 hartree
Maximum force = 13.5 eV Å⁻¹
Energy above the lowest of the compared OMol25 structures with the same formula, charge and spin = 33.9 kcal/mol
HOMO energy = -8.86 eV

ORCA input file:
```
! RIJCOSX wB97M-V def2-TZVPD def2/J DEFGRID3
* xyz 0 1
C 4.21270 -0.55586 0.78641
C 4.62970 0.95314 0.23741
C 5.70870 0.94514 -0.79259
C 5.23570 0.60614 -2.33759
C 4.12470 1.44314 -2.68659
C 2.96370 1.50114 -1.68259
N 3.33670 1.60814 -0.25259
O 2.59270 2.07014 0.58441
C 2.10270 0.12214 -1.89659
C 2.05270 2.62914 -2.00059
C 5.15270 1.57614 1.56841
H 3.75670 -1.21386 -0.07059
H 3.59470 -0.51886 1.70741
H 5.14370 -1.05486 1.23541
H 6.44170 0.23914 -0.69859
H 6.25370 1.92914 -0.72459
H 4.93070 -0.50486 -2.15459
H 6.17570 0.66414 -2.96959
H 3.76670 1.33114 -3.82759
H 4.42270 2.47714 -2.59559
H 2.60870 -0.94886 -1.82459
H 1.63070 0.07914 -2.81359
H 1.52770 0.06414 -1.05259
H 1.15470 2.46814 -1.53059
H 1.56870 3.00714 -2.93459
H 2.27170 3.42614 -1.69759
H 5.40270 2.69214 1.28741
H 6.05470 1.09214 2.01241
H 4.47970 1.63314 2.26841
N 0.37270 -0.45786 1.40941
O 0.71070 0.03614 2.50641
O -0.64530 -0.13386 0.80141
O 0.99770 -1.47486 1.02341
C -3.18930 3.44114 2.05641
C -3.24530 5.00914 1.77141
C -2.02230 5.64314 1.22141
C -0.70030 4.70314 0.85741
C -0.91330 3.23214 1.13541
C -2.12630 2.59714 1.83141
N 0.41470 5.33114 0.41741
O 0.49970 6.61414 0.29441
O 1.42570 4.65714 0.19241
H -4.22430 2.88414 2.49641
H -4.12030 5.47714 2.22741
H -2.00830 6.70214 0.82941
H -0.08130 2.56314 1.12041
H -1.97930 1.60414 2.08441
C -2.42430 3.16414 -1.74059
C -2.30730 4.07014 -3.00559
C -1.69830 3.42614 -4.19859
C -1.05830 2.02714 -4.12359
C -1.46030 1.18614 -2.97859
C -2.10730 1.77014 -1.73959
N -0.29130 1.41414 -5.24959
O 0.58770 0.56314 -4.95659
O -0.41430 1.97914 -6.31759
H -2.79530 3.52714 -0.72959
H -2.90130 4.95014 -3.14459
H -1.66930 4.01214 -5.11059
H -1.13730 0.19914 -3.01459
H -2.27930 0.95914 -0.84659
C 0.86470 -3.87586 -1.33259
C 1.66070 -4.82486 -2.26859
C 1.25570 -4.78786 -3.66659
C 0.27470 -3.69286 -4.28359
C -0.49130 -2.89186 -3.20859
C -0.17430 -2.95786 -1.75359
N 0.01970 -3.63286 -5.63559
O 1.03570 -3.94786 -6.38559
O -0.97230 -2.97086 -6.01859
H 1.18970 -3.94886 -0.18259
H 2.38970 -5.57386 -2.02459
H 1.76170 -5.60686 -4.38559
H -1.32830 -2.43786 -3.60659
H -0.85530 -2.47786 -1.19959
C -4.42130 -2.47986 -2.36159
O -4.13130 -3.66786 -1.90659
N -4.48830 -1.41386 -1.60959
C -5.05330 -0.20286 -2.22759
C -3.89530 -1.28286 -0.27559
H -4.60330 -2.28686 -3.40159
H -6.12930 -0.21586 -2.47059
H -4.68330 0.14914 -3.14659
H -5.08030 0.70814 -1.42659
H -2.82630 -0.81686 -0.30259
H -3.93630 -2.23886 0.13541
H -4.66530 -0.67986 0.25141
C 1.49570 -3.62986 6.65341
O 2.23670 -4.28886 7.35241
N 1.78070 -3.22586 5.38541
C 0.83970 -2.43886 4.60141
C 3.02070 -3.73386 4.65541
H 0.66870 -3.18186 6.96141
H 1.17270 -1.42786 4.78241
H -0.19130 -2.40686 4.78441
H 1.09570 -2.43586 3.52741
H 3.48270 -4.50886 5.54241
H 3.44670 -2.78886 4.22141
H 2.64570 -4.29886 3.68041
C -4.97330 -0.52486 3.90041
O -5.05530 0.39514 3.02841
N -3.82530 -1.16486 4.18541
C -3.93430 -2.05086 5.33041
C -2.68930 -1.19186 3.26141
H -5.96430 -0.76486 4.67041
H -2.91030 -2.44286 5.33241
H -4.43930 -2.84586 5.45941
H -3.85730 -1.28886 6.23641
H -2.04130 -1.97286 3.27841
H -2.14130 -0.25686 3.37141
H -3.08830 -0.90486 2.22841
*
```

***

Which value of maximum force does entry 2 give? 8.6 eV Å⁻¹

***

Which of these has the highest gap between HOMO and LUMO? C36H54N3O5

***

Which formula does entry 2 have? C36H53ClFN7O3PS

***

Which value of gap between HOMO and LUMO does entry 2 give? 0.1996 hartree